Density functional theory data (ωB97M-V with the def2-TZVPD basis set) for an isolated molecule of C20H22ClN5O3S in a non-equilibrium geometry.

## Properties
SMILES string: O=S(=O)(Nc1nc2ccccc2nc1NCCN1CCOCC1)c1cccc(Cl)c1
LUMO energy, Ha: -0.0084
Charge: 0
Kohn-Sham gap, eV: 7.8
Calculated total energy, hartree: -2133.2156
Strongest force on any atom, eV/A: 1.07

Cartesian coordinates (Å):
O  -2.646  -4.292  0.093
S  -1.850  -3.109  0.034
O  -0.427  -3.232  0.142
N  -2.197  -2.370  -1.457
C  -2.042  -0.974  -1.434
N  -3.115  -0.248  -1.368
C  -2.970  1.098  -1.233
C  -4.102  1.917  -1.128
C  -3.949  3.261  -0.908
C  -2.669  3.822  -0.792
C  -1.548  3.043  -0.902
C  -1.673  1.662  -1.129
N  -0.566  0.894  -1.237
C  -0.718  -0.403  -1.410
N  0.362  -1.182  -1.626
C  1.693  -0.664  -1.431
C  2.074  -0.644  0.068
N  3.441  -0.308  0.381
C  3.848  1.028  -0.014
C  5.194  1.331  0.649
O  6.172  0.390  0.272
C  5.765  -0.914  0.616
C  4.434  -1.274  -0.049
C  -2.442  -1.848  1.159
C  -3.800  -1.737  1.380
C  -4.281  -0.611  2.028
C  -3.414  0.398  2.413
C  -2.051  0.261  2.183
Cl  -0.973  1.521  2.630
C  -1.552  -0.873  1.560
H  -3.144  -2.617  -1.718
H  -5.076  1.461  -1.216
H  -4.816  3.898  -0.821
H  -2.573  4.883  -0.616
H  -0.556  3.460  -0.818
H  0.235  -2.171  -1.456
H  1.713  0.350  -1.834
H  2.383  -1.301  -1.988
H  1.437  0.091  0.568
H  1.868  -1.635  0.488
H  3.098  1.744  0.327
H  3.963  1.121  -1.107
H  5.572  2.306  0.336
H  5.067  1.318  1.741
H  6.561  -1.581  0.281
H  5.653  -0.994  1.708
H  4.122  -2.271  0.264
H  4.578  -1.268  -1.143
H  -4.455  -2.524  1.041
H  -5.339  -0.504  2.212
H  -3.788  1.294  2.883
H  -0.498  -1.002  1.375